C57H44AgN2OP2S | the ωB97M-V functional and the def2-TZVPD basis

Results
Highest occupied orbital energy, Eh: -0.147
Energy relative to the best compared isomer or geometry (same formula, charge and spin), eV: 0.0000
Calculated total energy, Eh: -3611.2240
Gap between HOMO and LUMO, eV: 6.525
Charge: -1

Cartesian coordinates (Å):
Ag 1.1618 0.6461 1.1829
S -0.3207 2.5658 0.7348
P -0.7789 -1.8585 -0.0619
P -0.4828 0.7552 -2.6472
O -0.1459 -2.2381 -2.8780
N -0.2511 0.8803 3.3145
N 3.1981 1.1161 3.3128
C 2.9658 -0.4665 0.8388
C 5.2562 1.9301 2.4349
C -1.9838 -2.2719 -1.3916
C -3.7397 -0.5801 3.2476
C 1.2632 -0.3081 -6.2607
C -3.4773 0.2268 2.1474
C -2.1531 3.8226 2.2848
C -3.6618 1.9482 -5.0078
C -1.8977 1.6523 -3.3827
C 4.1815 3.1046 4.2119
C 5.3785 -0.7821 1.1952
C -1.2306 2.7905 2.1998
C 2.9772 3.7980 -2.3645
C -0.8174 0.3179 5.5607
C 0.1698 -0.1896 -4.0991
C 1.3318 -4.7669 1.8383
C -4.2140 2.9627 -4.2420
C -2.2397 -2.2478 2.3739
C -1.0940 1.9485 3.3639
C 5.2407 2.9878 3.3245
C -2.7743 3.2946 4.5530
C -1.6728 1.3704 5.6405
C -0.2235 -3.5252 0.4658
C 2.0044 1.6425 -1.9568
C 3.0711 -1.4914 -0.1152
C -1.8554 2.2218 4.5257
C -2.5832 -0.1938 1.1764
C 0.6590 0.4241 -5.2519
C -3.3537 -2.4333 -1.1987
C 5.4260 -1.8045 0.2611
C 3.0746 2.5155 -1.8440
C -3.6166 3.3160 -3.0372
C 0.9239 -2.3204 -4.9929
C 0.3039 -1.5712 -4.0028
C 0.7992 -5.9620 1.3717
C 0.8276 2.0370 -2.5914
C -3.7276 -2.5912 -3.5640
C 1.4058 -1.6842 -6.1242
C 3.1874 2.1409 4.1572
C -2.9162 4.0709 3.4358
C 4.1758 -0.1260 1.4753
C -0.1179 0.0877 4.3474
C 0.7381 3.3237 -3.1132
C -0.7468 -4.7280 -0.0002
C -0.2356 -5.9398 0.4477
C -4.2227 -2.5949 -2.2690
C 4.2110 1.0004 2.4495
C -2.4762 2.6601 -2.6036
C -1.5116 -2.3061 -2.7039
C 4.2585 -2.1527 -0.4057
C -2.3668 -2.4505 -3.7884
C -1.9588 -1.4384 1.2776
C -2.5099 1.2974 -4.5815
C 1.8091 4.1996 -2.9984
C -3.1182 -1.8144 3.3605
C 0.8315 -3.5580 1.3802
C 0.7807 -1.1065 4.2135
H -3.3132 -2.4448 4.2202
H 1.1968 -6.9076 1.7198
H -1.9670 -2.4529 -4.7941
H -3.3495 3.4800 5.4528
H 2.3282 2.1976 4.8203
H 3.8046 4.4899 -2.2639
H 4.2712 -2.9415 -1.1510
H -2.0263 2.9185 -1.6487
H 1.7251 5.2036 -3.3968
H 2.1523 -4.7727 2.5452
H -4.3987 -2.6997 -4.4069
H -4.4128 -0.2354 4.0234
H 2.1804 -1.7929 -0.6639
H 0.5851 1.5020 -5.3401
H 1.2737 -2.6249 1.7137
H -3.7489 -2.4023 -0.1911
H 6.0356 3.7242 3.3132
H 1.2168 -1.3792 5.1765
H 6.3574 -2.3201 0.0582
H -2.0892 0.5049 -5.1884
H -4.0486 4.0987 -2.4256
H -2.2745 4.4609 1.4181
H -4.1262 1.6583 -5.9428
H -1.7655 -3.2174 2.4675
H 4.1159 3.9238 4.9154
H 6.2824 -0.5038 1.7288
H 0.2007 -1.9601 3.8508
H -5.2845 -2.7056 -2.0899
H -5.1102 3.4712 -4.5758
H 1.0194 -3.3895 -4.8539
H -3.6202 4.8956 3.4331
H 3.9678 2.1926 -1.3230
H 2.0785 0.6525 -1.5210
H -2.2344 1.5672 6.5480
H 1.8947 -2.2613 -6.8991
H -0.1727 3.6535 -3.5980
H -1.5610 -4.7209 -0.7151
H -0.6684 -0.3535 6.3973
H 1.6412 0.1944 -7.1419
H -2.3361 0.4644 0.3496
H -0.6499 -6.8685 0.0738
H 1.5789 -0.8912 3.5038
H -3.9339 1.2064 2.0690
H 6.0490 1.8319 1.7054

Here are the Mulliken charges for atoms 1 to 8, given in e:
1. Ag 0.642
2. S -0.456
3. P 2.705
4. P 1.747
5. O -0.258
6. N 1.564
7. N -0.031
8. C -1.975